[1]
Molecular formula: C4H11N2OS
Method: DFT, wB97M-V/def2-TZVPD

Positions of all 19 atoms, in Å:
N  -0.30259  2.10561  0.65089
C  0.01199  0.67452  0.77046
C  1.44799  0.30002  0.43174
S  2.60550  0.89321  1.72557
C  -1.06330  -0.15178  -0.00663
N  -0.62066  -1.46210  -0.40815
C  -0.71542  -1.88738  -1.83815
O  -1.70431  -2.75652  -2.06739
H  0.21609  2.62854  -0.04230
H  -0.26100  2.62781  1.51469
H  -0.13342  0.45761  1.80116
H  1.82092  0.68166  -0.50484
H  1.46738  -0.77497  0.45170
H  1.93482  2.00521  2.03813
H  -1.87527  -0.26207  0.71993
H  -1.36812  0.39553  -0.89940
H  -0.91784  -2.22984  0.17386
H  0.27766  -2.32322  -2.11099
H  -0.82041  -0.92183  -2.40029

Properties
Charge: -1
HOMO level (eV): -2.400
Structure (SMILES): N[C@H](CS)CNC[O-]
Calculated total energy (eV): -20188.6050
Gap between HOMO and LUMO (eV): 5.25
Energy relative to the best compared isomer or geometry (same formula, charge and spin) (kcal per mole): 81.1

Charges in e, computed with natural (NBO), in the same order as the atoms: N -0.856; C -0.073; C -0.512; S -0.107; C -0.212; N -0.719; C 0.147; O -0.948; H 0.354; H 0.350; H 0.175; H 0.204; H 0.264; H 0.102; H 0.169; H 0.190; H 0.364; H 0.059; H 0.051


[2]
Molecular formula: C3H6N2
Method: DFT, wB97M-V/def2-TZVPD

Positions of all 11 atoms, in Å:
C  -0.32163  1.45548  0.02379
C  -0.26427  0.13592  0.01505
C  -1.31261  -0.92566  -0.00528
N  2.33448  0.17181  0.01780
N  1.50802  -0.63818  0.13248
H  0.57259  1.92500  0.06994
H  -1.13023  1.97245  -0.32688
H  -2.22331  -0.44771  -0.26453
H  -0.92891  -1.82598  -0.59421
H  -1.52342  -1.47636  0.94219
H  3.28929  -0.34676  -0.01035

Properties
HOMO level (eV): -8.248
Calculated total energy (eV): -6184.4221
Gap between HOMO and LUMO (eV): 9.43
Energy relative to the best compared isomer or geometry (same formula, charge and spin) (kcal per mole): 95.1

Charges in e, computed with natural (NBO), in the same order as the atoms: C -0.477; C 0.172; C -0.705; N -0.331; N -0.097; H 0.210; H 0.206; H 0.230; H 0.236; H 0.235; H 0.319


[3]
Molecular formula: C6H9N3
Method: DFT, wB97M-V/def2-TZVPD

Positions of all 18 atoms, in Å:
C  -2.59353  -0.91840  0.46948
C  -1.23093  -0.35269  -0.50660
N  -1.58701  1.24581  -0.50425
C  -0.47252  1.82761  -0.18217
C  0.70232  0.92256  -0.01017
C  0.28338  -0.37276  -0.08022
N  1.34459  -1.28672  -0.47393
N  2.54103  -0.61689  -0.13969
C  2.18667  0.83744  0.47035
H  -3.47831  -0.46375  0.20753
H  -2.77511  -2.00147  0.41207
H  -2.52060  -0.64688  1.43688
H  -1.40186  -0.71305  -1.39053
H  -0.37089  2.91994  -0.46483
H  1.01438  -2.20739  0.06895
H  2.95937  -0.55985  -1.19080
H  2.20670  0.76618  1.52873
H  3.19234  1.62031  0.34921

Properties
HOMO level (eV): -8.153
Structure (SMILES): C[C@H]1N=CC2=C1NNC2
Calculated total energy (eV): -10832.1569
Gap between HOMO and LUMO (eV): 8.68
Energy relative to the best compared isomer or geometry (same formula, charge and spin) (kcal per mole): 126.1

Charges in e, computed with natural (NBO), in the same order as the atoms: C -0.573; C -0.071; N -0.377; C 0.053; C -0.189; C 0.154; N -0.449; N -0.459; C -0.232; H 0.216; H 0.197; H 0.201; H 0.195; H 0.204; H 0.361; H 0.357; H 0.192; H 0.222